Entry 1:
68
Properties=species:S:1:pos:R:3:forces:R:3:lowdin_spin:R:1 method="wB97M-V/def2-TZVPD" s_squared=6.028 total_charge=+3 relative_energy_kj_mol=0.0 homo_energy_ev="-16.40 / -17.04" e_lumo_ev="-8.01 / -11.19" spin_multiplicity=5 gap_ev="8.383 / 5.855"
Rh -0.903 0.236 -0.870 0.1012 -0.0321 -0.3542 2.2028
C 1.224 0.889 2.009 0.1319 0.0303 -0.1397 0.0456
C 2.171 1.154 0.823 -0.0815 0.1116 0.2364 0.0773
P 2.448 -0.322 -0.216 0.0888 -0.0251 -0.1752 0.4038
C 4.133 -0.721 -0.391 0.0532 -0.0445 0.0172 0.1060
C 5.018 -0.531 0.701 0.0268 -0.0262 -0.0690 0.0677
C 6.333 -0.908 0.581 -0.0478 0.0173 0.0220 0.0084
C 6.780 -1.503 -0.604 0.0602 -0.0184 -0.0060 0.1383
C 5.909 -1.729 -1.674 -0.0551 0.0053 -0.0084 0.0085
C 4.590 -1.360 -1.572 0.0647 0.0114 0.0659 0.0693
C 1.676 -0.129 -1.844 -0.0054 0.1085 -0.0517 0.0879
C 2.043 0.935 -2.683 0.0017 -0.0450 0.1144 0.0215
C 1.524 1.012 -3.964 -0.0163 -0.0029 -0.0262 0.0235
C 0.632 0.043 -4.426 0.0118 0.0465 -0.0420 0.0125
C 0.266 -1.014 -3.610 -0.0046 0.0031 0.0722 0.0204
C 0.787 -1.108 -2.316 -0.0858 -0.0665 0.1794 0.0273
P -0.463 0.439 1.464 -0.1632 -0.3623 0.0828 0.1615
C -1.606 1.798 1.652 -0.0386 0.2367 -0.1115 0.0336
C -2.959 1.533 1.380 0.0248 0.0406 0.0615 0.0340
C -3.863 2.583 1.300 0.0061 -0.0045 0.0047 -0.0010
C -3.428 3.890 1.481 -0.0129 0.0361 0.0028 0.0264
C -2.089 4.157 1.752 -0.0112 -0.0452 -0.0004 0.0074
C -1.175 3.116 1.827 -0.0422 0.0095 0.0481 0.0159
C -1.029 -0.986 2.388 0.0300 0.1531 0.0501 0.0305
C -0.616 -2.253 1.975 -0.0141 -0.0575 0.0180 0.0181
C -0.996 -3.370 2.699 0.0355 0.0074 -0.0445 0.0003
C -1.792 -3.222 3.829 -0.0153 0.0199 0.0251 0.0081
C -2.206 -1.960 4.240 0.0045 0.0010 -0.0046 0.0017
C -1.827 -0.835 3.523 0.0116 -0.0733 0.0149 0.0100
H 1.574 0.057 2.622 0.0107 0.0107 0.0027 0.0026
H 1.178 1.763 2.660 -0.0036 0.0057 0.0049 0.0040
H 3.138 1.516 1.175 0.0072 -0.0278 0.0008 0.0024
H 1.748 1.916 0.161 0.0431 0.0095 -0.0211 0.0090
H 4.673 -0.087 1.626 -0.0145 0.0039 0.0004 0.0020
H 7.021 -0.750 1.400 0.0076 -0.0053 -0.0041 -0.0013
H 7.816 -1.803 -0.689 -0.0026 0.0017 -0.0025 0.0059
H 6.274 -2.194 -2.579 0.0105 -0.0022 0.0030 -0.0013
H 3.914 -1.540 -2.398 -0.0248 0.0123 0.0068 0.0023
H 2.755 1.677 -2.343 -0.0023 0.0018 -0.0016 0.0000
H 1.839 1.813 -4.622 -0.0061 -0.0018 -0.0093 0.0014
H 0.254 0.097 -5.438 0.0103 0.0137 -0.0056 0.0001
H -0.377 -1.798 -3.990 -0.0004 -0.0123 0.0175 0.0004
H 0.586 -1.987 -1.709 -0.0100 -0.0271 -0.0543 0.0077
H -3.303 0.511 1.275 -0.0037 -0.0085 -0.0117 0.0006
H -4.911 2.383 1.119 0.0019 -0.0171 -0.0017 -0.0006
H -4.139 4.705 1.433 0.0013 0.0015 -0.0004 0.0012
H -1.765 5.175 1.923 0.0088 0.0017 0.0044 0.0000
H -0.139 3.340 2.047 0.0060 0.0062 -0.0130 0.0006
H 0.008 -2.370 1.093 -0.0053 0.0051 -0.0010 0.0093
H -0.669 -4.354 2.390 -0.0054 -0.0029 0.0038 -0.0001
H -2.083 -4.095 4.398 -0.0035 0.0048 0.0050 0.0004
H -2.816 -1.850 5.126 -0.0022 -0.0130 -0.0009 0.0002
H -2.144 0.145 3.857 0.0014 0.0166 -0.0198 0.0002
N -5.259 -2.764 0.000 0.0452 0.1979 -0.0323 0.0015
N -4.251 -2.218 -0.746 -0.1425 -0.0704 -0.0529 0.0044
N -4.240 -2.283 -2.060 0.0964 0.1052 0.0769 0.0046
C -3.175 -1.555 -2.350 -0.0342 -0.1543 -0.2097 0.0117
N -2.576 -1.102 -1.244 -0.1913 0.0803 0.3051 0.0852
N -3.310 -1.522 -0.209 0.2755 0.0425 -0.1035 0.0077
H -5.837 -3.334 -0.607 0.0027 -0.0892 0.0547 0.0001
H -4.877 -3.254 0.800 -0.0571 -0.1000 -0.0186 0.0001
H -2.846 -1.367 -3.357 -0.0035 -0.0043 0.0031 0.0003
N -0.074 3.027 -1.313 -0.0775 -0.0638 -0.0560 0.0451
N -1.190 2.215 -1.774 -0.0688 -0.1462 0.1777 0.1111
H -0.455 3.811 -0.788 0.0392 0.0178 -0.0101 0.0015
H 0.394 3.413 -2.128 -0.0032 0.0422 0.0265 0.0017
H -1.255 2.228 -2.789 0.0291 0.0590 -0.0077 0.0065
H -2.066 2.600 -1.421 0.0069 0.0714 -0.0377 0.0040

***

Entry 2:
21
Properties=species:S:1:pos:R:3:forces:R:3:mulliken_charge:R:1 method="wB97M-V/def2-TZVPD" smiles="C=C[C@](N)(O)CCC" relative_energy_kj_mol=231.4 homo_energy_ev=-8.82 e_lumo_ev=0.91 gap_ev=9.733
C -1.641 1.165 0.824 -1.6286 -1.3680 -0.2778 -1.1827
C -1.477 -0.161 0.722 0.1098 1.2078 0.5774 -0.2271
C -0.821 -0.855 -0.409 2.4185 -0.1032 0.3625 0.9624
N -1.022 -0.211 -1.671 -0.1331 0.1161 -0.1931 -0.6297
O -1.294 -2.170 -0.590 -0.0714 -0.0204 0.1243 -0.6068
C 0.833 -1.052 0.062 -1.9237 -0.6565 -0.7563 -0.8508
C 1.905 0.040 0.169 -0.7726 0.3030 -0.0820 -0.2187
C 1.329 1.447 0.194 -1.0059 0.6773 0.9406 -1.0325
H -1.657 1.792 -0.054 0.4740 0.1451 -0.1139 0.3768
H -2.080 1.594 1.711 0.1466 0.0541 0.2178 0.3266
H -1.627 -0.788 1.594 0.0049 0.0211 0.1783 0.2129
H -0.809 -0.857 -2.420 0.0810 0.0293 -0.0043 0.2731
H -0.462 0.620 -1.768 0.1235 0.0209 -0.0483 0.2138
H -1.581 -2.528 0.257 0.0483 0.0354 -0.0791 0.3625
H 1.133 -1.790 -0.683 0.0518 -0.1780 0.1408 0.3134
H 0.727 -1.563 1.019 0.0541 -0.1368 0.0041 0.2922
H 2.469 -0.123 1.091 0.0368 -0.0530 -0.1119 0.2857
H 2.607 -0.043 -0.665 -0.0204 -0.0012 0.1234 0.2841
H 0.977 1.762 -0.789 0.1723 0.0657 -0.0839 0.2049
H 2.080 2.156 0.539 0.0190 0.1420 -0.1403 0.4035
H 0.410 1.564 0.867 1.8151 -0.3007 -0.7782 0.2364